[1]
The following is a quantum chemistry calculation of a cluster of 2 separate species, C5H13N in total in a non-equilibrium geometry, from the Open Molecules 2025 dataset.

Each line ends with the natural charge from an NBO analysis.
Cartesian coordinates (Å):
1 H -0.057 0.985 2.522  0.21
2 H -1.854 0.819 -0.902  0.20
3 H -0.693 1.506 0.925  0.21
4 H -0.033 -1.207 -2.287  0.20
5 H 1.945 -0.550 0.631  0.34
6 H -0.573 -0.845 0.643  0.24
7 H -1.595 -1.488 -1.484  0.21
8 C -0.220 -0.349 -0.341  -0.32
9 H -0.496 2.789 2.305  0.22
10 H -0.175 -2.425 -0.966  0.25
11 N 1.921 -1.772 -0.204  -0.67
12 C -0.736 1.735 2.174  -0.79
13 H -0.282 1.569 -1.369  0.19
14 C 1.328 -0.373 -0.285  -0.25
15 H -1.772 1.478 2.343  0.21
16 C -0.831 0.990 -0.576  -0.42
17 H 2.820 -1.792 -0.765  0.33
18 H 1.841 0.361 -1.016  0.19
19 C -0.538 -1.431 -1.349  -0.56

The HOMO-LUMO gap is 4.1 eV. The LUMO energy comes out at -2.144 eV.

[2]
The following is a quantum chemistry calculation of a structure of composition C13H36Cu4O15 in a non-equilibrium geometry, from the Open Molecules 2025 dataset.

Each line ends with the natural charge from an NBO analysis.
Cartesian coordinates (Å):
1 H 16.738 9.418 -13.181  0.18
2 O 11.757 11.465 -13.776  -0.77
3 O 15.148 8.315 -15.165  -0.77
4 Cu 10.389 11.671 -19.361  0.94
5 H 8.358 14.711 -15.187  0.19
6 C 8.003 13.679 -15.184  -0.09
7 O 17.040 11.565 -21.503  -0.71
8 C 17.148 11.209 -20.131  -0.09
9 H 13.511 11.480 -12.778  0.16
10 C 12.528 11.943 -12.657  -0.10
11 Cu 10.583 8.365 -19.582  0.96
12 O 14.964 10.216 -19.993  -0.77
13 H 14.653 8.214 -12.775  0.46
14 H 15.270 15.238 -14.561  0.48
15 O 7.372 13.295 -16.442  -0.77
16 H 16.677 12.071 -19.630  0.15
17 O 14.846 9.070 -12.382  -0.70
18 C 15.815 13.137 -16.218  -0.11
19 O 14.540 14.621 -14.669  -0.71
20 H 10.597 12.285 -16.087  0.47
21 C 12.447 10.617 -17.760  0.98
22 C 15.702 9.776 -13.280  -0.11
23 H 7.191 13.603 -14.455  0.19
24 H 14.188 10.179 -14.839  0.20
25 O 12.067 11.806 -17.494  -0.87
26 C 8.275 9.793 -18.114  -0.15
27 H 8.837 11.699 -15.111  0.18
28 C 15.054 13.321 -14.914  -0.09
29 H 16.507 9.607 -18.757  0.17
30 C 16.363 9.975 -19.777  -0.11
31 H 14.248 12.594 -14.806  0.18
32 C 9.137 12.726 -14.902  -0.09
33 C 11.753 11.659 -11.383  -0.08
34 H 16.517 13.946 -16.418  0.21
35 H 6.524 8.887 -17.032  0.21
36 O 10.525 12.366 -11.415  -0.71
37 H 7.883 9.999 -19.117  0.20
38 O 11.550 9.849 -18.357  -1.05
39 O 10.272 13.093 -15.679  -0.73
40 H 12.325 12.095 -10.565  0.20
41 H 7.371 10.154 -16.203  0.19
42 H 18.195 11.281 -19.836  0.20
43 H 12.642 13.032 -12.625  0.19
44 C 15.134 9.664 -14.682  -0.10
45 H 8.695 8.772 -17.986  0.14
46 H 6.801 14.033 -16.687  0.48
47 H 15.792 13.168 -14.116  0.18
48 H 16.418 11.012 -21.984  0.47
49 Cu 13.678 13.519 -18.802  0.96
50 H 10.058 12.111 -12.215  0.46
51 H 9.275 12.797 -13.821  0.17
52 H 16.534 12.349 -15.947  0.18
53 H 15.832 10.816 -12.973  0.21
54 H 14.640 11.872 -17.147  0.52
55 O 6.115 10.828 -17.572  -0.72
56 O 9.163 10.778 -17.603  -0.78
57 C 7.045 9.830 -17.201  -0.09
58 H 11.860 12.023 -14.554  0.48
59 H 15.850 10.237 -15.300  0.15
60 H 14.550 10.255 -19.118  0.48
61 H 15.772 7.828 -14.613  0.49
62 O 13.667 10.274 -17.618  -0.88
63 H 11.538 10.596 -11.241  0.17
64 Cu 13.667 7.934 -17.588  0.96
65 H 6.373 11.667 -17.157  0.50
66 H 10.102 10.592 -17.769  0.47
67 H 16.705 9.178 -20.449  0.19
68 O 15.063 12.726 -17.351  -0.84

Its net charge is +2. The HOMO-LUMO gap is 5.2 eV. The LUMO energy comes out at -8.580 eV.

[3]
The following is a quantum chemistry calculation of a cluster of 7 separate species, C28H67N5O7 in total in a non-equilibrium geometry, from the Open Molecules 2025 dataset.

Each line ends with the Mulliken charge.
Cartesian coordinates (Å):
1 H 7.004 26.946 -22.954  0.37
2 H 7.401 21.725 -25.411  0.47
3 H 0.882 27.750 -28.357  -0.43
4 H 0.347 22.954 -27.791  0.76
5 H 8.557 26.563 -22.179  0.42
6 H 4.410 24.010 -25.649  0.36
7 H 2.959 29.949 -25.851  0.36
8 C 3.413 24.272 -28.703  -1.32
9 H 0.921 24.645 -27.558  -0.83
10 C 0.354 32.190 -25.444  -1.96
11 H 4.411 23.831 -28.692  0.39
12 H 5.921 24.107 -26.629  0.51
13 H 0.833 19.205 -25.010  0.30
14 H -0.440 25.915 -29.280  0.14
15 C 7.262 24.407 -21.602  -1.68
16 C 2.465 23.270 -28.018  -0.60
17 H 5.569 22.505 -22.635  0.20
18 H 5.698 21.319 -23.899  0.33
19 H 8.171 24.376 -21.005  0.41
20 O 1.098 21.309 -22.685  -0.69
21 H 8.457 26.634 -23.929  0.40
22 H 1.806 31.831 -27.820  0.47
23 C 7.570 22.741 -25.034  -1.55
24 C 8.571 22.685 -23.880  -0.61
25 H -0.537 20.555 -20.103  0.17
26 H 0.979 26.008 -31.579  0.31
27 H 1.593 29.880 -29.262  0.47
28 H -1.280 27.554 -25.189  0.36
29 H 1.686 24.671 -24.046  0.17
30 H 2.321 27.939 -25.939  0.20
31 H 0.311 29.423 -23.919  0.34
32 H 0.588 26.277 -22.262  0.24
33 O 0.100 19.790 -24.791  -0.65
34 C -1.115 27.697 -26.257  -1.85
35 H 0.546 33.042 -26.100  0.41
36 H -1.931 28.195 -26.775  0.48
37 H -1.288 24.753 -30.438  0.43
38 C 3.028 24.523 -30.145  1.81
39 C 1.309 27.612 -25.739  -0.90
40 C 7.909 26.345 -23.031  -1.92
41 H -0.735 32.125 -25.380  0.42
42 C 0.562 24.042 -29.597  1.56
43 C 2.350 30.719 -25.381  -1.71
44 C 3.568 23.349 -30.984  -2.04
45 O 2.094 24.069 -24.679  -0.32
46 H 1.124 22.035 -30.339  0.30
47 H 3.115 23.373 -31.987  0.43
48 H 0.463 20.402 -24.121  0.44
49 H -0.011 19.533 -21.410  0.25
50 H 3.556 26.637 -30.008  0.25
51 H -0.473 28.894 -28.383  0.59
52 N 0.064 20.386 -20.887  -0.46
53 C 0.959 30.908 -25.985  1.80
54 C 1.520 29.754 -28.179  -0.81
55 C 1.017 23.724 -28.154  -0.25
56 H -1.262 24.602 -28.619  0.35
57 H -0.409 25.229 -22.767  0.33
58 N 0.426 22.715 -20.969  -0.33
59 H 0.691 32.455 -24.440  0.36
60 H 3.334 22.358 -30.596  0.29
61 O -0.436 29.733 -24.461  -0.45
62 C 0.259 22.692 -30.274  -1.98
63 C 1.105 31.046 -27.503  -1.52
64 H 3.564 25.996 -31.652  0.50
65 H 2.716 23.179 -26.963  0.08
66 C 0.481 28.662 -27.903  -0.47
67 O 0.503 25.338 -22.468  -0.64
68 H 2.862 31.677 -25.459  0.46
69 H 6.881 23.387 -21.634  0.35
70 H -0.252 22.742 -20.229  0.19
71 H 1.084 27.644 -24.660  0.04
72 C 3.788 25.754 -30.608  -2.03
73 N 0.049 29.788 -25.801  0.14
74 H 7.983 23.331 -25.855  0.38
75 H 9.187 24.636 -24.423  0.39
76 N 1.611 24.744 -30.310  1.30
77 H 1.879 23.183 -24.336  0.22
78 H 8.197 22.052 -23.076  0.30
79 N 6.499 24.612 -23.983  0.24
80 H 2.489 29.390 -27.831  0.27
81 H 4.628 23.453 -31.222  0.46
82 H 9.615 24.239 -22.775  0.46
83 C -0.716 24.883 -29.524  -1.63
84 C 8.826 24.133 -23.524  -1.31
85 H 4.348 22.536 -23.843  0.34
86 H 4.710 24.785 -23.269  0.32
87 H 9.458 22.215 -24.312  0.38
88 H 2.268 30.391 -24.339  0.35
89 H -0.033 22.853 -31.323  0.41
90 C 0.543 21.479 -21.592  0.59
91 H 3.380 25.128 -28.018  0.32
92 C 5.417 22.354 -23.707  -1.42
93 H 6.494 25.027 -21.141  0.34
94 H 4.865 25.574 -30.613  0.40
95 C 6.237 23.332 -24.631  1.81
96 O 1.262 25.089 -31.635  -0.58
97 H 5.269 22.589 -26.406  0.52
98 C 7.565 24.857 -23.045  1.67
99 C 0.213 28.471 -26.393  1.77
100 C 5.360 23.541 -25.868  -2.16
101 H 1.149 26.554 -25.955  0.10
102 H -0.599 22.188 -29.824  0.45
103 H -1.012 26.725 -26.747  0.24
104 H 0.767 23.604 -21.336  0.22
105 H 0.159 31.414 -27.921  0.43
106 H 2.564 22.268 -28.462  0.36
107 O 5.335 25.385 -23.713  -0.32

The HOMO-LUMO gap is 7.6 eV. The LUMO energy comes out at -0.163 eV. Its SMILES is CC1(C)CCCC(C)(C)N1O.CC1(C)CCCC(C)(C)N1O.CC1(C)CCCC(C)(C)N1O.NC(N)=O.O.O.O.

[4]
The following is a quantum chemistry calculation of a structure of composition C6H9O4V in a non-equilibrium geometry, from the Open Molecules 2025 dataset.

Each line ends with the natural charge from an NBO analysis.
Cartesian coordinates (Å):
1 C 0.520 0.923 0.010  -0.10
2 H -0.934 0.570 -1.633  0.23
3 O -0.092 -1.905 -1.194  -0.73
4 C -1.483 2.123 0.932  -0.38
5 H -1.106 2.992 0.385  0.21
6 C -1.913 1.019 0.239  -0.19
7 C 2.468 -0.468 -0.122  0.97
8 O 2.265 -0.959 1.031  -0.72
9 V 3.731 -2.023 0.700  1.46
10 H 0.502 1.941 -0.404  0.24
11 H -2.099 -1.529 -0.798  0.19
12 H 0.559 0.470 1.010  0.22
13 O 3.445 -0.894 -0.812  -0.68
14 H -1.019 -1.530 0.622  0.16
15 H -1.704 2.188 2.000  0.22
16 C -0.939 0.258 -0.578  -0.28
17 O 1.744 0.499 -0.617  -0.45
18 C -1.093 -1.246 -0.443  -0.07
19 H -0.149 -2.850 -1.035  0.48
20 H -2.704 0.422 0.706  0.20

Its net charge is +1. The expectation value of S² is 3.7580. The HOMO-LUMO gap (spin up / spin down) is 6.3 / 6.1 eV. The LUMO energy (spin up / spin down) comes out at -5.422 / -5.588 eV. The spin multiplicity is 4.

[5]
The following is a quantum chemistry calculation of an isolated molecule of C5H13NS in a non-equilibrium geometry, from the Open Molecules 2025 dataset.

Each line ends with the natural charge from an NBO analysis.
Cartesian coordinates (Å):
1 H -0.627 -1.146 -1.421  0.21
2 C -1.418 0.601 -0.407  -0.21
3 H -3.121 1.894 -2.252  0.18
4 H -2.657 2.575 -0.829  0.19
5 N -1.159 1.419 -1.602  -0.68
6 H 0.571 0.348 1.902  0.22
7 H 0.444 -2.645 2.232  0.16
8 H -0.631 0.847 -2.225  0.37
9 H -1.304 1.122 0.515  0.17
10 H -0.651 -1.099 0.433  0.21
11 S 1.595 -1.848 1.705  -0.09
12 H -2.016 3.283 -2.329  0.20
13 C 1.015 -0.031 -0.350  -0.45
14 C -2.326 2.427 -1.817  -0.39
15 C 1.419 -0.167 1.175  -0.54
16 H 2.270 0.348 1.544  0.24
17 C -0.376 -0.548 -0.501  -0.42
18 H -2.414 0.183 -0.402  0.16
19 H 1.113 0.901 -0.964  0.24
20 H 1.736 -0.673 -0.866  0.21

The HOMO-LUMO gap is 9.1 eV. The LUMO energy comes out at 0.714 eV. Its SMILES is CNCCCCS.